No. 1
ORCA calculation (ωB97M-V with the def2-TZVPD basis set) on a molecular structure, C3H4O2Zn in a non-equilibrium geometry.

Expectation value of S² = 0.75
E_HOMO (alpha / beta) = -0.48250 / -0.48342 Ha
LUMO (alpha / beta) = -5.43 / -6.47 eV
Molar mass = 137.5 u
Energy above the lowest of the compared OMol25 structures with the same formula, charge and spin = 155.1 kJ/mol

The geometry in ORCA input format:
```
! RIJCOSX wB97M-V def2-TZVPD def2/J DEFGRID3
* xyz 1 2
C -1.215 -0.541 -0.314
C -0.651 0.801 -0.316
H -0.798 1.450 0.556
H -0.736 1.181 -1.351
C 0.791 -0.007 -0.366
O 1.639 -0.014 0.519
Zn 3.453 -0.211 0.676
H 1.044 -0.344 -1.387
O -1.923 -0.762 0.762
H -1.605 -1.552 1.222
*
```


No. 2
ORCA calculation (ωB97M-V with the def2-TZVPD basis set) on a single C3H2Cl2N2 molecule in a non-equilibrium geometry.

E_HOMO = -0.34167 Ha
LUMO = -0.12 eV
Molar mass = 137.0 u
Energy above the lowest of the compared OMol25 structures with the same formula, charge and spin = 575.1 kJ/mol

The geometry in ORCA input format:
```
! RIJCOSX wB97M-V def2-TZVPD def2/J DEFGRID3
* xyz 0 1
Cl 2.718 -1.705 0.022
C 1.067 -1.147 -0.126
N 0.687 0.120 -0.626
N -0.670 -0.380 -0.799
C -0.235 -1.661 -0.178
C -1.294 -0.830 0.376
Cl -3.123 -1.331 -0.093
H 1.177 0.641 -1.340
H -1.213 -0.344 1.266
*
```


No. 3
ORCA calculation (ωB97M-V with the def2-TZVPD basis set) on 2 unconnected molecules or ions with the total composition C3H10NO3 in a non-equilibrium geometry.

E_HOMO = -0.56126 Ha
LUMO = -3.39 eV
Molar mass = 108.1 u
Energy above the lowest of the compared OMol25 structures with the same formula, charge and spin = 195.2 kJ/mol

The geometry in ORCA input format:
```
! RIJCOSX wB97M-V def2-TZVPD def2/J DEFGRID3
* xyz 1 1
C -1.621 1.031 -0.026
C -0.268 0.338 -2.049
C 0.680 0.384 0.181
N -0.385 0.433 -0.559
O 0.663 0.799 1.433
O 1.865 -0.048 -0.266
O 1.343 -1.472 1.993
H -2.309 0.274 -0.107
H -1.411 1.218 1.030
H -1.696 1.945 -0.530
H -1.122 -0.356 -2.257
H -0.268 1.378 -2.303
H 0.655 -0.118 -2.192
H 1.678 -1.316 2.949
H 1.540 0.765 1.852
H 2.437 -0.423 0.385
H 0.669 -2.212 2.149
*
```


No. 4
ORCA calculation (ωB97M-V with the def2-TZVPD basis set) on a molecular structure, C8H17MnN4O2S2Te in a non-equilibrium geometry.

Expectation value of S² = 8.77
E_HOMO (alpha / beta) = -0.08944 / -0.09775 Ha
LUMO (alpha / beta) = 2.11 / 2.10 eV
Molar mass = 447.9 u
Energy above the lowest of the compared OMol25 structures with the same formula, charge and spin = 503.3 kJ/mol

The geometry in ORCA input format:
```
! RIJCOSX wB97M-V def2-TZVPD def2/J DEFGRID3
* xyz -1 6
Mn 0.973 -1.916 -0.065
C 0.150 -0.263 2.910
C -1.143 -0.245 2.122
O -1.014 -0.984 0.913
C -2.194 -1.690 0.513
C -3.368 -0.771 0.243
H 0.191 0.604 3.573
H 1.015 -0.228 2.238
H 0.267 -1.183 3.481
H -1.415 0.789 1.874
H -1.960 -0.682 2.705
H -2.431 -2.429 1.286
H -1.911 -2.227 -0.393
H -3.760 -0.322 1.158
H -4.170 -1.346 -0.222
H -3.074 0.022 -0.446
Te 1.467 -3.828 1.442
O -1.754 -1.160 -3.550
S -0.254 -1.813 -3.659
N 0.268 -1.817 -2.063
C 3.199 2.926 0.405
C 3.329 1.601 -0.340
C 2.025 1.036 -0.814
N 1.896 -0.211 -1.120
N 0.602 -0.451 -1.698
C -0.143 0.644 -1.920
N -1.374 0.583 -2.344
S 0.672 2.024 -1.240
H 4.181 3.294 0.698
H 2.594 2.811 1.305
H 2.732 3.691 -0.219
H 3.794 0.847 0.299
H 3.975 1.721 -1.213
H -1.654 -0.480 -3.115
H -1.710 1.451 -2.744
*
```